The following is a quantum chemistry calculation of the ion CHCl2O4S with charge -1 at a distorted geometry, from OMol25.

Geometry (Å):
O: 1.50551 -1.29927 -1.68635
S: 0.37050 -0.99186 -0.85332
O: -0.88268 -1.03775 -1.59527
O: 0.31513 -1.61885 0.41941
O: 0.61515 0.68017 -0.42166
C: -0.27480 0.86137 0.76164
Cl: -0.13126 2.63079 1.29420
Cl: -1.95654 0.46649 0.66408
H: 0.43899 0.30892 1.41727

Results
Net charge: -1
Spin multiplicity: 1
Relative energy (zero: lowest compared OMol25 entry of this formula, charge and spin): 0.0000 eV
M: 179.99 g/mol
E: -45124.72466 eV
SMILES string: O=S(=O)([O-])OC(Cl)Cl
F_max: 4.167 eV Å⁻¹
LUMO: 3.3 eV

So, what does the Mulliken scheme give us? The charges, in e, come out as:
1 O -0.66
2 S 1.19
3 O -0.62
4 O -0.63
5 O -0.35
6 C 0.03
7 Cl -0.24
8 Cl -0.11
9 H 0.38